No. 1
ORCA calculation (ωB97M-V/def2-TZVPD) on a cluster of 2 separate species, C2H4OS2 in total at a distorted geometry.

The calculation puts the relative energy (zero: lowest compared OMol25 entry of this formula, charge and spin) at 52.2 kcal/mol. As for the LUMO energy: 0.0 eV. The value obtained for the highest occupied orbital energy is -8.6 eV. The SMILES is OC=S.C=S. As for the spin multiplicity: 1. For the total energy, the calculation gives -950.1254 Ha.

The geometry in XYZ format:
```
9
C2H4OS2 ωB97M-V/def2-TZVPD
O 2.162 0.656 -0.945
C 0.930 0.551 -0.467
S 0.300 1.337 0.749
H 2.538 0.013 -1.478
H 0.320 -0.272 -0.989
C -1.591 -0.478 0.896
S -1.287 -1.410 -0.357
H -2.289 0.233 0.838
H -1.085 -0.630 1.753
```

***

No. 2
ORCA calculation (ωB97M-V/def2-TZVPD) on the ion C4H8FN2O with charge +1 at a distorted geometry.

The calculation puts the relative energy (zero: lowest compared OMol25 entry of this formula, charge and spin) at 8.5 kcal/mol. As for the LUMO energy: -3.4 eV. The value obtained for the highest occupied orbital energy is -14.1 eV. The net charge is +1. The SMILES is [NH3+]C[C@@]1(F)COC=N1. As for the spin multiplicity: 1. For the total energy, the calculation gives -441.5022 Ha.

The geometry in XYZ format:
```
16
C4H8FN2O ωB97M-V/def2-TZVPD
N -2.137 0.231 0.575
C -1.301 -0.127 -0.643
C 0.416 -0.382 0.082
F 0.019 -1.531 0.592
C 1.685 -0.531 -0.812
O 2.478 0.586 -0.402
C 1.881 1.113 0.599
N 0.770 0.623 0.963
H -2.642 -0.588 0.851
H -2.825 0.993 0.506
H -1.486 0.221 1.377
H -1.592 -1.254 -0.965
H -1.334 0.686 -1.489
H 2.089 -1.464 -0.556
H 1.649 -0.481 -1.838
H 2.329 1.904 1.160
```

***

No. 3
ORCA calculation (ωB97M-V/def2-TZVPD) on an isolated molecule of C5H9NS at a distorted geometry.

The calculation puts the relative energy (zero: lowest compared OMol25 entry of this formula, charge and spin) at 63.8 kcal/mol. As for the LUMO energy: 0.8 eV. The value obtained for the highest occupied orbital energy is -8.7 eV. The SMILES is C[C@@]12CNC[C@@H]1S2. As for the spin multiplicity: 1. For the total energy, the calculation gives -648.7516 Ha.

The geometry in XYZ format:
```
16
C5H9NS ωB97M-V/def2-TZVPD
C -0.176 -1.127 -1.964
C -0.238 -0.385 -0.652
C -1.397 -0.329 0.438
N -0.879 -0.296 1.806
C 0.615 0.023 1.733
C 0.953 -0.145 0.304
S 0.530 1.247 -0.761
H 1.020 -1.382 -2.144
H -0.696 -0.473 -2.792
H -0.726 -2.248 -1.973
H -2.215 -1.006 0.409
H -1.783 0.692 0.305
H -0.601 -1.253 2.045
H 1.032 1.103 2.178
H 1.207 -0.748 2.294
H 1.894 -0.784 0.061
```

***

No. 4
ORCA calculation (ωB97M-V/def2-TZVPD) on a structure of composition CHBaO2 at a distorted geometry.

As for the LUMO energy (alpha / beta): -0.4 / -0.5 eV. The value obtained for the highest occupied orbital energy (alpha / beta) is -4.7 / -7.0 eV. As for the spin multiplicity: 2. For the total energy, the calculation gives -214.5074 Ha.

The geometry in XYZ format:
```
5
CHBaO2 ωB97M-V/def2-TZVPD
H -1.970 -0.118 -0.443
O -0.851 -0.024 0.960
C 0.106 -0.750 1.367
O 1.170 -1.315 1.255
Ba -0.196 1.088 -1.492
```

***

No. 5
ORCA calculation (ωB97M-V/def2-TZVPD) on a structure of composition C21H16Cl2HgO4Te.

The calculation puts the relative energy (zero: lowest compared OMol25 entry of this formula, charge and spin) at 19.3 kcal/mol. As for the LUMO energy (alpha / beta): 2.4 / 2.4 eV. The value obtained for the highest occupied orbital energy (alpha / beta) is -2.3 / -4.5 eV. The net charge is -1. As for the spin multiplicity: 2. For the total energy, the calculation gives -2452.6523 Ha.

The geometry in XYZ format:
```
45
C21H16Cl2HgO4Te ωB97M-V/def2-TZVPD
Hg 1.562 0.499 0.409
Cl 5.157 -5.774 1.866
C 4.503 -4.279 1.213
C 5.173 -3.658 0.170
C 4.634 -2.471 -0.319
Cl 5.479 -1.675 -1.624
C 3.472 -1.863 0.168
O 3.087 -0.730 -0.371
C 2.766 -2.559 1.237
C 1.552 -2.178 1.851
O 0.751 -1.169 1.605
C 3.348 -3.762 1.734
H 6.076 -4.072 -0.252
H 1.199 -2.845 2.642
H 2.846 -4.274 2.545
Te -0.784 -0.998 -0.676
C -2.128 -0.552 -2.293
C -3.269 -1.328 -2.473
C -4.180 -1.024 -3.477
C -3.957 0.062 -4.313
C -2.815 0.834 -4.148
C -1.903 0.524 -3.149
C -1.736 0.454 0.554
C -1.724 1.799 0.207
C -2.326 2.737 1.035
C -2.945 2.335 2.211
C -2.954 0.992 2.561
C -2.345 0.054 1.738
H -3.447 -2.173 -1.819
H -5.067 -1.632 -3.602
H -4.671 0.305 -5.089
H -2.634 1.680 -4.800
H -1.002 1.116 -3.038
H -1.231 2.129 -0.698
H -2.291 3.785 0.766
H -3.417 3.067 2.855
H -3.432 0.672 3.479
H -2.331 -0.990 2.022
C 1.571 4.492 1.503
C 1.594 3.043 1.085
O 1.829 2.168 1.953
O 1.350 2.749 -0.119
H 0.587 4.703 1.925
H 1.739 5.142 0.648
H 2.318 4.664 2.275
```

***

No. 6
ORCA calculation (ωB97M-V/def2-TZVPD) on an isolated molecule of C5H5NO2 at a distorted geometry.

The calculation puts the relative energy (zero: lowest compared OMol25 entry of this formula, charge and spin) at 54.2 kcal/mol. As for the LUMO energy: -0.2 eV. The value obtained for the highest occupied orbital energy is -10.0 eV. The SMILES is CC(=O)c1ncco1. As for the spin multiplicity: 1. For the total energy, the calculation gives -398.6921 Ha.

The geometry in XYZ format:
```
13
C5H5NO2 ωB97M-V/def2-TZVPD
C 1.679 -1.557 -0.959
C 1.188 -0.651 0.171
O 1.814 -0.547 1.274
C -0.048 0.043 -0.052
N -0.675 0.321 -1.168
C -1.838 1.080 -0.786
C -1.806 1.157 0.561
O -0.664 0.505 1.041
H 1.919 -0.902 -1.796
H 2.502 -1.983 -0.578
H 0.861 -2.223 -1.178
H -2.259 1.383 -1.563
H -2.548 1.379 1.158
```

***

No. 7
ORCA calculation (ωB97M-V/def2-TZVPD) on an isolated molecule of C8H8ClNO3 at a distorted geometry.

The calculation puts the relative energy (zero: lowest compared OMol25 entry of this formula, charge and spin) at 100.2 kcal/mol. As for the LUMO energy: 0.0 eV. The value obtained for the highest occupied orbital energy is -9.9 eV. The SMILES is CO[C@](Cl)(c1ccccc1)[N+](=O)[O-]. As for the spin multiplicity: 1. For the total energy, the calculation gives -1050.1513 Ha.

The geometry in XYZ format:
```
21
C8H8ClNO3 ωB97M-V/def2-TZVPD
C 0.241 2.581 -2.111
O 0.412 1.754 -0.962
C -0.388 0.377 -0.881
Cl -2.082 0.742 -1.227
C -0.174 -0.327 0.374
C -0.783 -1.562 0.485
C -0.691 -2.237 1.674
C 0.059 -1.686 2.707
C 0.629 -0.462 2.675
C 0.556 0.156 1.434
N 0.264 -0.315 -2.074
O -0.065 0.041 -3.174
O 1.209 -1.022 -1.843
H -0.054 1.968 -2.962
H 1.280 2.863 -2.361
H -0.376 3.497 -1.837
H -1.333 -1.946 -0.369
H -1.018 -3.248 1.743
H 0.161 -2.292 3.693
H 0.984 0.067 3.557
H 1.168 1.052 1.459
```